(1)
ORCA calculation (wB97M-V/def2-TZVPD) on the ion C21H30ClFN4O4PS2 with charge +1 at a distorted geometry.

* net charge: +1
* SMILES: CCNc1c(C(=O)OCC(=O)Cl)c(CCCCCCCSc2nnco2)c(P(C)C)[n+](S)c1F
* E_HOMO: -10.36 eV
* frontier orbital gap: 5.669 eV

Geometry as XYZ:
```
64
C21H30ClFN4O4PS2 | OMol25 | wB97M-V/def2-TZVPD
C 6.888 -1.981 1.227
C 6.295 -1.192 0.061
N 4.945 -1.707 -0.303
C 3.923 -0.806 -0.505
C 2.761 -0.671 0.263
C 2.649 -1.601 1.447
O 2.763 -2.781 1.299
O 2.378 -1.058 2.648
C 3.158 0.060 3.047
C 2.372 0.853 4.064
O 1.390 0.499 4.619
Cl 3.118 2.424 4.337
C 1.734 0.235 -0.077
C 0.501 0.280 0.786
C -0.335 -1.014 0.687
C -1.813 -0.735 0.916
C -2.661 -1.998 0.833
C -4.129 -1.759 1.170
C -4.866 -0.974 0.077
C -6.384 -1.213 0.059
S -7.343 0.146 0.779
C -7.907 0.959 -0.643
N -8.477 2.112 -0.628
N -8.813 2.383 -1.957
C -8.411 1.382 -2.635
O -7.821 0.426 -1.879
C 1.871 1.038 -1.214
P 0.446 2.124 -1.682
C 0.923 3.817 -1.181
C 0.207 2.115 -3.486
N 3.075 0.947 -1.908
S 3.433 2.051 -3.205
C 4.025 0.070 -1.581
F 5.090 0.054 -2.325
H 7.929 -2.225 1.042
H 6.819 -1.418 2.155
H 6.361 -2.922 1.369
H 6.203 -0.136 0.315
H 6.936 -1.265 -0.814
H 4.643 -2.474 0.279
H 4.089 -0.277 3.508
H 3.412 0.727 2.222
H 0.802 0.454 1.817
H -0.129 1.114 0.506
H 0.001 -1.731 1.436
H -0.178 -1.454 -0.300
H -1.930 -0.315 1.919
H -2.157 0.015 0.201
H -2.252 -2.715 1.550
H -2.578 -2.459 -0.153
H -4.610 -2.732 1.273
H -4.200 -1.215 2.112
H -4.440 -1.223 -0.896
H -4.706 0.093 0.229
H -6.646 -2.095 0.640
H -6.740 -1.393 -0.949
H -8.519 1.280 -3.699
H 0.020 4.282 -0.791
H 1.641 3.782 -0.363
H 1.310 4.432 -1.990
H 0.149 1.074 -3.801
H -0.739 2.605 -3.700
H 0.983 2.594 -4.072
H 3.542 1.111 -4.156
```

(2)
ORCA calculation (wB97M-V/def2-TZVPD) on a structure of composition C21H30F3LaN2O5PS at a distorted geometry.

* net charge: +3
* E_HOMO: -15.06 eV
* frontier orbital gap: 2.437 eV

Geometry as XYZ:
```
64
C21H30F3LaN2O5PS | OMol25 | wB97M-V/def2-TZVPD
C 4.722 4.392 2.003
O 4.482 4.475 0.616
C 4.009 3.308 0.008
C 3.255 3.727 -1.250
C 1.733 3.821 -1.121
C 0.989 2.594 -1.627
C 1.392 1.304 -0.868
C 0.276 0.345 -0.765
N -0.691 0.656 0.074
C -1.706 -0.196 0.247
C -2.724 0.056 1.255
P -2.701 1.539 2.212
C -3.379 1.163 3.849
O -1.264 2.174 2.357
C -3.760 -0.849 1.418
C -3.823 -2.016 0.689
C -4.971 -2.960 0.924
C -5.008 -4.190 0.038
C -5.330 -3.800 -1.409
F -4.206 -3.866 -2.191
F -6.323 -4.519 -1.990
F -5.667 -2.426 -1.474
C -2.882 -2.250 -0.255
C -1.758 -1.349 -0.499
N -0.846 -1.691 -1.411
C 0.201 -0.883 -1.535
C 1.255 -1.326 -2.471
C 2.201 -2.348 -1.761
C 3.573 -1.738 -1.460
S 4.201 -1.853 0.218
O 3.945 -0.589 0.853
O 5.480 -2.454 0.166
O 3.161 -2.880 0.866
H 5.309 5.260 2.274
H 3.782 4.407 2.561
H 5.285 3.496 2.269
H 4.834 2.631 -0.229
H 3.349 2.773 0.708
H 3.514 3.054 -2.070
H 3.638 4.708 -1.514
H 1.374 4.661 -1.712
H 1.454 4.033 -0.088
H -0.084 2.752 -1.491
H 1.156 2.470 -2.696
H 2.264 0.841 -1.314
H 1.653 1.585 0.152
H -4.308 1.698 4.017
H -2.634 1.542 4.546
H -3.505 0.096 4.005
H -0.558 1.643 2.752
H -4.489 -0.648 2.191
H -5.007 -3.228 1.979
H -5.878 -2.382 0.742
H -5.781 -4.851 0.416
H -4.087 -4.766 0.037
H -2.873 -3.188 -0.791
H 0.765 -1.806 -3.313
H 1.815 -0.483 -2.861
H 1.735 -2.694 -0.846
H 2.290 -3.229 -2.385
H 4.346 -2.179 -2.079
H 3.560 -0.668 -1.629
H 2.978 -2.572 1.766
La -3.734 -0.328 -1.100
```